Entry 1:
{
  "formula": "C40H82N4O7",
  "method": "ωB97M-V/def2-TZVPD",
  "elements": ["C", "C", "C", "C", "C", "C", "C", "C", "C", "N", "O", "H", "H", "H", "H", "H", "H", "H", "H", "H", "H", "H", "H", "H", "H", "H", "H", "H", "H", "H", "C", "C", "C", "C", "C", "C", "C", "C", "C", "N", "O", "H", "H", "H", "H", "H", "H", "H", "H", "H", "H", "H", "H", "H", "H", "H", "H", "H", "H", "H", "C", "C", "C", "C", "C", "C", "C", "C", "C", "N", "O", "H", "H", "H", "H", "H", "H", "H", "H", "H", "H", "H", "H", "H", "H", "H", "H", "H", "H", "H", "C", "C", "C", "C", "C", "C", "C", "C", "C", "N", "O", "H", "H", "H", "H", "H", "H", "H", "H", "H", "H", "H", "H", "H", "H", "H", "H", "H", "H", "H", "C", "C", "C", "O", "C", "O", "O", "H", "H", "H", "H", "H", "H"],
  "coordinates": [[3.111, -1.287, 3.345], [3.669, 0.181, 3.321], [2.863, 1.017, 4.320], [5.162, 0.206, 3.759], [6.062, -0.373, 2.726], [5.816, 0.336, 1.424], [4.333, 0.302, 0.883], [4.240, 1.333, -0.310], [4.054, -1.156, 0.243], [3.457, 0.736, 1.972], [2.145, 0.803, 1.521], [2.071, -1.350, 3.025], [3.790, -1.985, 2.855], [3.073, -1.496, 4.414], [2.997, 2.092, 4.195], [1.800, 0.934, 4.093], [3.175, 0.746, 5.328], [5.513, 1.230, 3.880], [5.337, -0.308, 4.704], [7.086, -0.230, 3.071], [5.897, -1.442, 2.591], [6.401, -0.127, 0.629], [6.266, 1.329, 1.449], [3.230, 1.467, -0.697], [5.004, 1.140, -1.063], [4.414, 2.287, 0.188], [3.076, -1.461, 0.615], [4.811, -1.908, 0.465], [3.962, -1.211, -0.841], [1.839, 1.624, 1.912], [-1.703, 2.034, 3.531], [-1.908, 3.520, 3.154], [-2.195, 3.466, 1.596], [-3.222, 4.118, 3.835], [-3.079, 4.431, 5.316], [-1.941, 5.511, 5.412], [-0.619, 5.097, 4.790], [0.191, 6.457, 4.675], [0.119, 4.084, 5.687], [-0.823, 4.461, 3.501], [0.375, 3.984, 2.945], [-2.529, 1.506, 3.055], [-0.734, 1.631, 3.238], [-1.800, 1.954, 4.613], [-2.112, 4.456, 1.149], [-1.525, 2.887, 0.960], [-3.188, 3.077, 1.370], [-3.548, 5.009, 3.297], [-4.027, 3.385, 3.794], [-4.040, 4.825, 5.646], [-2.904, 3.593, 5.991], [-1.914, 5.646, 6.494], [-2.405, 6.477, 5.213], [1.227, 6.403, 4.339], [0.257, 6.877, 5.679], [-0.271, 7.238, 4.071], [-0.422, 3.170, 5.934], [0.128, 4.584, 6.656], [1.084, 3.734, 5.323], [0.533, 4.671, 2.293], [-2.719, -0.950, -6.390], [-2.078, -0.549, -5.023], [-2.897, -1.290, -3.920], [-0.614, -0.968, -4.911], [0.419, -0.252, -5.877], [0.233, 1.236, -5.572], [-1.248, 1.752, -5.666], [-1.225, 3.069, -4.873], [-1.714, 1.952, -7.143], [-2.105, 0.973, -4.803], [-3.456, 1.456, -4.676], [-3.735, -0.578, -6.526], [-2.058, -0.586, -7.175], [-2.707, -2.040, -6.407], [-2.824, -2.370, -3.794], [-2.603, -1.037, -2.901], [-3.978, -1.199, -4.026], [-0.132, -0.876, -3.937], [-0.594, -2.043, -5.090], [1.431, -0.606, -5.685], [0.406, -0.566, -6.921], [0.877, 1.792, -6.253], [0.671, 1.343, -4.579], [-0.492, 3.776, -5.261], [-1.050, 2.937, -3.805], [-2.143, 3.644, -4.990], [-1.244, 1.240, -7.821], [-1.467, 2.971, -7.440], [-2.779, 1.990, -7.371], [-3.419, 1.856, -3.804], [-3.204, -3.839, -1.031], [-2.001, -4.822, -1.151], [-2.425, -6.349, -1.321], [-1.269, -4.304, -2.509], [0.234, -4.549, -2.739], [0.927, -4.066, -1.504], [0.500, -4.717, -0.183], [0.945, -6.141, -0.210], [1.149, -3.915, 0.988], [-0.969, -4.582, -0.056], [-1.393, -5.092, 1.150], [-3.699, -3.891, -0.061], [-2.907, -2.804, -1.200], [-3.992, -3.920, -1.780], [-2.941, -6.718, -0.434], [-3.026, -6.442, -2.225], [-1.627, -7.049, -1.571], [-1.780, -4.625, -3.416], [-1.324, -3.217, -2.439], [0.398, -5.609, -2.933], [0.684, -4.134, -3.641], [0.978, -2.979, -1.436], [1.978, -4.326, -1.633], [0.483, -6.807, -0.938], [0.769, -6.518, 0.797], [2.023, -6.162, -0.370], [0.831, -4.208, 1.988], [0.850, -2.868, 0.931], [2.222, -4.010, 0.824], [-1.289, -4.299, 1.680], [-1.814, -1.378, 1.438], [-1.162, -0.235, 0.613], [-0.404, -0.590, -0.720], [-0.835, 0.396, -1.631], [-1.938, 1.052, -1.170], [-2.662, 1.862, -1.767], [-2.198, 0.533, 0.117], [-2.181, -0.965, 2.377], [-1.085, -2.162, 1.645], [-2.668, -1.748, 0.872], [-0.536, 0.422, 1.218], [-0.702, -1.597, -1.010], [0.648, -0.417, -0.493]],
  "homo_ev": -7.853,
  "smiles": "CC1(C)CCCC(C)(C)N1O.CC1(C)CCCC(C)(C)N1O.CC1(C)CCCC(C)(C)N1O.CC1(C)CCCC(C)(C)N1O.C[C@H]1COC(=O)O1",
  "total_charge": 0,
  "e_above_lowest_kcal_mol": 0.0,
  "gap_ev": 8.361
}



Entry 2:
{
  "formula": "C4H7CuO2",
  "method": "ωB97M-V/def2-TZVPD",
  "elements": ["H", "O", "Cu", "C", "O", "C", "C", "C", "H", "H", "H", "H", "H", "H"],
  "coordinates": [[-2.575, -0.440, 1.416], [0.065, 0.497, 0.090], [-0.134, -1.658, 0.569], [1.047, 1.424, 0.108], [2.178, 0.869, -0.164], [2.361, -0.530, -0.446], [-1.245, 0.964, 0.063], [-2.277, -0.013, 0.184], [3.403, -0.646, -0.750], [2.201, -1.118, 0.470], [1.715, -0.840, -1.279], [-1.348, 2.035, 0.225], [-2.132, -0.933, -0.406], [-3.259, 0.388, -0.079]],
  "homo_ev": [-12.337, -13.624],
  "total_charge": 1,
  "e_above_lowest_kcal_mol": 48.9,
  "gap_ev": [6.186, 7.450],
  "spin_multiplicity": 2
}



Entry 3:
{
  "formula": "C4H12S2",
  "method": "ωB97M-V/def2-TZVPD",
  "elements": ["C", "C", "S", "H", "H", "H", "H", "H", "H", "C", "C", "S", "H", "H", "H", "H", "H", "H"],
  "coordinates": [[-2.438, -0.348, -1.243], [-3.158, 0.843, -0.622], [-2.368, 2.460, -1.014], [-1.805, -0.021, -2.063], [-1.876, -0.900, -0.485], [-3.101, -1.146, -1.595], [-3.063, 0.823, 0.457], [-4.196, 0.928, -0.924], [-1.552, 2.470, 0.032], [3.454, -0.751, 1.057], [2.306, -0.193, 0.206], [0.685, -0.714, 0.809], [3.517, -0.299, 2.042], [3.296, -1.782, 1.280], [4.405, -0.731, 0.537], [2.469, -0.444, -0.836], [2.383, 0.879, 0.314], [1.043, -1.073, 2.047]],
  "homo_ev": -8.890,
  "smiles": "CCS.CCS",
  "total_charge": 0,
  "e_above_lowest_kcal_mol": 13.3,
  "gap_ev": 9.698
}



Entry 4:
{
  "formula": "C2H4ClFO2S",
  "method": "ωB97M-V/def2-TZVPD",
  "elements": ["C", "C", "O", "O", "F", "S", "Cl", "H", "H", "H", "H"],
  "coordinates": [[-1.348, -0.094, 0.632], [-0.992, 1.117, 0.300], [1.884, 0.480, 1.188], [1.621, -0.144, -1.183], [-0.563, -0.981, 1.351], [1.878, -0.522, 0.173], [4.540, -0.348, -0.089], [5.306, -1.222, 0.478], [-2.300, -0.446, 0.591], [-0.089, 1.590, 0.408], [-1.727, 1.690, -0.208]],
  "homo_ev": [-7.331, -10.225],
  "total_charge": 0,
  "gap_ev": [7.802, 6.473],
  "spin_multiplicity": 3
}



Entry 5:
{
  "formula": "C27H38BIrN3O4SSi",
  "method": "ωB97M-V/def2-TZVPD",
  "elements": ["Ir", "C", "Si", "C", "C", "C", "C", "C", "C", "C", "C", "H", "H", "H", "H", "H", "H", "H", "H", "H", "H", "H", "H", "H", "H", "H", "H", "H", "H", "H", "H", "H", "O", "B", "O", "C", "C", "C", "C", "C", "C", "H", "H", "H", "H", "N", "C", "C", "O", "O", "H", "H", "H", "H", "H", "S", "C", "C", "C", "N", "C", "C", "C", "C", "C", "N", "C", "C", "H", "H", "H", "H", "H", "H", "H", "H"],
  "coordinates": [[-0.388, -0.791, 0.506], [1.617, -2.074, -2.295], [1.764, -1.299, -0.600], [2.765, 0.338, -0.755], [2.670, 1.232, 0.494], [4.245, 0.062, -1.039], [2.206, 1.116, -1.960], [2.550, -2.689, 0.482], [1.553, -3.855, 0.531], [3.818, -3.160, -0.236], [2.838, -2.074, 1.860], [2.633, -2.158, -2.682], [1.044, -1.486, -3.017], [1.154, -3.059, -2.257], [3.086, 0.754, 1.381], [1.647, 1.530, 0.718], [3.237, 2.154, 0.329], [4.758, -0.398, -0.196], [4.723, 1.030, -1.217], [4.405, -0.551, -1.927], [1.144, 1.318, -1.880], [2.381, 0.589, -2.900], [2.710, 2.085, -2.032], [1.479, -4.343, -0.440], [0.561, -3.580, 0.854], [1.915, -4.622, 1.229], [3.591, -3.682, -1.163], [4.322, -3.885, 0.417], [4.539, -2.378, -0.438], [1.941, -1.634, 2.313], [3.610, -1.308, 1.804], [3.208, -2.838, 2.556], [-2.665, -2.676, 0.273], [-2.153, -1.495, -0.192], [-3.035, -0.727, -0.902], [-4.211, -1.491, -0.893], [-5.424, -1.187, -1.461], [-6.427, -2.139, -1.289], [-6.202, -3.322, -0.588], [-4.963, -3.612, -0.019], [-3.991, -2.658, -0.194], [-5.589, -0.271, -2.010], [-7.404, -1.956, -1.714], [-7.007, -4.037, -0.487], [-4.776, -4.534, 0.513], [-1.225, -3.434, 4.430], [-1.606, -1.999, 4.166], [-1.021, -1.605, 2.831], [-1.057, -0.391, 2.477], [-0.559, -2.472, 2.074], [-2.023, -4.005, 4.711], [-0.497, -3.519, 5.141], [-0.848, -3.804, 3.548], [-1.255, -1.351, 4.964], [-2.690, -1.935, 4.098], [-2.048, 5.110, -1.650], [-1.564, 3.514, -1.056], [-1.236, 3.282, 0.280], [-0.830, 2.034, 0.681], [-0.736, 1.002, -0.192], [-1.101, 1.205, -1.477], [-1.511, 2.435, -1.933], [-0.540, 6.001, -1.285], [-0.315, 6.565, -0.038], [0.897, 7.208, 0.177], [1.850, 7.323, -0.745], [1.599, 6.804, -1.945], [0.426, 6.133, -2.269], [-1.301, 4.072, 1.013], [-0.569, 1.829, 1.709], [-1.035, 0.353, -2.138], [-1.775, 2.555, -2.974], [-1.067, 6.533, 0.739], [1.107, 7.658, 1.141], [2.377, 6.925, -2.690], [0.272, 5.731, -3.262]],
  "homo_ev": [-13.772, -13.778],
  "total_charge": 2,
  "e_above_lowest_kcal_mol": 29.6,
  "gap_ev": [7.244, 5.981],
  "spin_multiplicity": 2
}



Entry 6:
{
  "formula": "C3H8F2P",
  "method": "ωB97M-V/def2-TZVPD",
  "elements": ["C", "C", "C", "F", "P", "F", "H", "H", "H", "H", "H", "H", "H", "H"],
  "coordinates": [[-1.645, -0.342, 0.336], [-0.214, -0.480, 1.040], [0.695, 0.618, 0.385], [1.831, 0.821, 1.152], [1.206, 0.172, -1.348], [1.108, 1.505, -2.202], [-2.415, -0.203, 1.118], [-1.628, 0.503, -0.387], [-1.813, -1.280, -0.227], [0.221, -1.490, 0.895], [-0.358, -0.291, 2.122], [0.094, 1.556, 0.369], [2.549, -0.289, -1.303], [0.368, -0.801, -1.951]],
  "homo_ev": -16.643,
  "total_charge": 1,
  "e_above_lowest_kcal_mol": 34.8,
  "gap_ev": 11.447
}



Entry 7:
{
  "formula": "C9H24B2F20N3O3P2",
  "method": "ωB97M-V/def2-TZVPD",
  "elements": ["C", "C", "O", "N", "H", "H", "C", "H", "H", "H", "H", "H", "H", "C", "C", "O", "N", "H", "H", "C", "H", "H", "H", "H", "H", "H", "C", "C", "O", "N", "H", "H", "C", "H", "H", "H", "H", "H", "H", "P", "F", "F", "F", "F", "F", "F", "P", "F", "F", "F", "F", "F", "F", "B", "F", "F", "F", "F", "B", "F", "F", "F", "F"],
  "coordinates": [[-2.273, -0.165, 2.542], [-3.035, -0.339, 1.279], [-4.108, -0.802, 1.189], [-2.286, 0.041, 0.032], [-2.053, 1.055, 0.042], [-1.364, -0.421, 0.144], [-3.018, -0.358, -1.195], [-2.821, -0.387, 3.446], [-1.991, 0.899, 2.566], [-1.291, -0.635, 2.456], [-3.195, -1.426, -1.128], [-2.370, -0.171, -2.045], [-3.959, 0.170, -1.270], [0.442, 4.361, 2.576], [1.309, 4.806, 1.454], [2.067, 5.720, 1.500], [1.299, 3.849, 0.298], [0.846, 2.979, 0.602], [0.717, 4.202, -0.472], [2.717, 3.566, -0.213], [0.439, 5.067, 3.394], [0.780, 3.370, 2.909], [-0.559, 4.078, 2.231], [2.687, 2.679, -0.829], [3.388, 3.426, 0.624], [2.886, 4.526, -0.693], [2.441, -5.128, -0.667], [2.873, -3.842, -0.058], [3.834, -3.641, 0.557], [2.006, -2.676, -0.452], [1.305, -2.959, -1.164], [1.470, -2.338, 0.372], [2.853, -1.681, -1.155], [1.448, -5.373, -0.294], [3.101, -5.926, -0.330], [2.430, -5.127, -1.755], [3.438, -2.077, -1.979], [3.553, -1.259, -0.438], [2.190, -0.898, -1.511], [-2.461, 3.800, -0.306], [-3.859, 3.032, -0.629], [-2.372, 4.519, -1.752], [-3.304, 4.983, 0.324], [-1.038, 4.509, 0.076], [-2.417, 2.979, 1.116], [-1.611, 2.568, -0.969], [-0.372, -2.776, -3.245], [-1.843, -2.967, -2.648], [-0.095, -1.667, -2.077], [0.257, -3.972, -2.342], [1.144, -2.499, -3.800], [-0.659, -3.889, -4.386], [-0.904, -1.633, -4.252], [-0.705, -3.583, 1.938], [-0.363, -4.777, 1.288], [-1.576, -2.844, 1.060], [-1.402, -3.814, 3.130], [0.473, -2.823, 2.162], [0.988, 0.730, 0.536], [2.336, 0.887, 0.933], [0.172, 1.423, 1.478], [0.763, 1.283, -0.728], [0.646, -0.635, 0.526]],
  "homo_ev": -8.926,
  "total_charge": -1,
  "gap_ev": 10.820
}



Entry 8:
{
  "formula": "C4H12",
  "method": "ωB97M-V/def2-TZVPD",
  "elements": ["C", "C", "H", "H", "H", "H", "H", "H", "C", "C", "H", "H", "H", "H", "H", "H"],
  "coordinates": [[-0.715, -1.474, -0.325], [-1.873, -2.197, -0.996], [-0.497, -1.828, 0.684], [0.215, -1.528, -0.896], [-0.930, -0.410, -0.224], [-2.491, -2.843, -0.366], [-1.571, -2.837, -1.817], [-2.579, -1.485, -1.433], [1.677, 1.652, 0.025], [0.911, 1.950, 1.323], [2.621, 1.151, 0.260], [1.152, 0.996, -0.668], [1.923, 2.594, -0.449], [-0.027, 2.424, 1.028], [1.438, 2.730, 1.871], [0.746, 1.105, 1.984]],
  "homo_ev": -11.745,
  "smiles": "CC.CC",
  "total_charge": 0,
  "e_above_lowest_kcal_mol": 4.6,
  "gap_ev": 12.924
}



Number 1: maximum force 0.0859 Eh/bohr, calculated total energy -63095.7010 eV. Number 2: maximum force 0.0763 Eh/bohr, calculated total energy -52983.1130 eV. Number 3: maximum force 0.0294 Eh/bohr, calculated total energy -26012.5417 eV. Number 4: maximum force 0.0745 Eh/bohr, calculated total energy -32303.5047 eV. Number 5: maximum force 0.0304 Eh/bohr, calculated total energy -63491.9392 eV. Number 6: maximum force 0.0392 Eh/bohr, calculated total energy -17956.5220 eV. Number 7: maximum force 0.0594 Eh/bohr, calculated total energy -94644.7220 eV. Number 8: maximum force 0.0208 Eh/bohr, calculated total energy -4342.3308 eV.